Entry 1:
Entry from the Open Molecules 2025 dataset: 2 unconnected molecules or ions with the total composition C20H18FO in a non-equilibrium geometry (ωB97M-V with the def2-TZVPD basis set).

As for the total energy: -947.711939 a.u. The value obtained for the energy relative to the best compared isomer or geometry (same formula, charge and spin) is 68.4 kJ/mol. As for the LUMO energy: -5.711 eV. The value obtained for the HOMO-LUMO gap is 5.65 eV. As for the HOMO energy: -11.36 eV. The net charge is +1.

Last column: natural (NBO) charge in e.
Geometry (Å):
C (-5.2023, -0.6383, 2.6677)  -0.26
O (-4.0219, -1.4694, 2.5991)  -0.48
C (-2.9255, -0.9730, 1.9538)  0.35
C (-1.7604, -1.7823, 1.9736)  -0.26
C (-0.5934, -1.3146, 1.3977)  -0.17
C (-0.5348, -0.0291, 0.8429)  -0.30
C (-1.6973, 0.7465, 0.7724)  -0.17
C (-2.8835, 0.3154, 1.3587)  -0.26
H (-5.9433, -1.2766, 3.1531)  0.22
H (-5.0183, 0.2615, 3.2760)  0.19
H (-5.5509, -0.3446, 1.6643)  0.19
H (-1.8169, -2.7540, 2.4700)  0.24
H (0.2886, -1.9537, 1.3897)  0.22
H (0.4274, 0.4587, 0.6675)  0.23
H (-1.6804, 1.7158, 0.2731)  0.22
H (-3.7675, 0.9637, 1.3896)  0.23
F (0.1085, 5.1204, -2.7732)  -0.30
C (0.4347, 3.8134, -2.5036)  0.47
C (-0.2733, 2.7999, -3.1511)  -0.28
C (-0.0217, 1.4900, -2.7780)  -0.09
C (0.8953, 1.1674, -1.7403)  -0.21
C (0.9201, -0.1964, -1.2751)  0.15
C (2.0559, -0.9441, -0.8057)  -0.11
C (2.0380, -2.3550, -1.0042)  -0.13
C (2.9420, -3.1844, -0.3623)  -0.22
C (3.9165, -2.6422, 0.4911)  -0.11
C (3.9982, -1.2512, 0.6516)  -0.20
C (3.1176, -0.4060, -0.0232)  -0.15
C (1.6164, 2.2362, -1.1434)  -0.11
C (1.3791, 3.5599, -1.5082)  -0.27
H (-1.0050, 3.0423, -3.9189)  0.26
H (-0.5379, 0.6743, -3.2775)  0.23
H (0.0572, -0.8052, -1.5858)  0.24
H (1.2823, -2.7670, -1.6708)  0.23
H (2.8974, -4.2612, -0.5200)  0.24
H (4.6016, -3.2979, 1.0377)  0.24
H (4.7629, -0.8180, 1.3048)  0.24
H (3.2441, 0.6673, 0.0881)  0.21
H (2.3439, 2.0502, -0.3614)  0.22
H (1.9066, 4.3811, -1.0198)  0.26



Entry 2:
Entry from the Open Molecules 2025 dataset: C4H4 in the gas phase in a non-equilibrium geometry (ωB97M-V with the def2-TZVPD basis set).

As for the total energy: -154.647840 a.u. The value obtained for the energy relative to the best compared isomer or geometry (same formula, charge and spin) is 190.7 kJ/mol. As for the LUMO energy: 0.093 eV. As for the SMILES: C=C=C=C. The value obtained for the HOMO-LUMO gap is 8.91 eV. As for the HOMO energy: -8.82 eV.

Last column: natural (NBO) charge in e.
Geometry (Å):
C (-1.5969, -0.0088, 0.0087)  -0.36
C (-0.5697, 0.8107, -0.1986)  -0.06
C (0.6423, 0.7758, 0.0327)  0.02
C (1.7024, 0.0545, -0.0080)  -0.42
H (-2.2512, -0.3332, -0.7612)  0.19
H (-1.8927, -0.4965, 0.9236)  0.20
H (2.0654, -0.3663, -0.9344)  0.22
H (1.9003, -0.4362, 0.9374)  0.21



Entry 3:
Entry from the Open Molecules 2025 dataset: 2 unconnected molecules or ions with the total composition C2H5N3S in a non-equilibrium geometry (ωB97M-V with the def2-TZVPD basis set).

As for the total energy: -641.436734 a.u. The value obtained for the energy relative to the best compared isomer or geometry (same formula, charge and spin) is 649.3 kJ/mol. As for the LUMO energy: -0.387 eV. The value obtained for the HOMO-LUMO gap is 7.86 eV. As for the HOMO energy: -8.24 eV.

Last column: natural (NBO) charge in e.
Geometry (Å):
C (-0.5345, 0.5302, -0.1322)  0.26
C (2.4207, 0.0252, 0.5463)  -0.10
H (-4.1765, -0.2326, -1.0423)  0.11
H (0.1157, 1.4512, -0.4364)  0.19
H (-0.4355, -1.4131, -0.3714)  0.41
H (3.3157, -0.0696, 0.0742)  0.19
H (2.2047, 0.4983, 1.6385)  0.23
N (-1.8360, 0.8228, -0.1062)  -0.68
N (0.1789, -0.6284, 0.0222)  -0.53
N (1.5945, -0.5482, -0.5092)  -0.22
S (-2.8477, -0.4359, 0.3165)  0.14



Entry 4:
Entry from the Open Molecules 2025 dataset: a molecular structure, C5H7NO in a non-equilibrium geometry (ωB97M-V with the def2-TZVPD basis set).

As for the total energy: -324.544113 a.u. The value obtained for the energy relative to the best compared isomer or geometry (same formula, charge and spin) is 473.5 kJ/mol. As for the LUMO energy: 0.874 eV. The value obtained for the HOMO-LUMO gap is 10.15 eV. As for the HOMO energy: -9.27 eV.

Last column: natural (NBO) charge in e.
Geometry (Å):
O (-1.2807, 1.0873, -1.3576)  -0.70
C (-0.6387, 1.0932, -0.1108)  0.07
C (-0.8744, -0.0754, 0.8072)  -0.13
C (0.1448, -1.1413, 0.4712)  -0.09
C (1.0230, -0.6498, -0.6568)  -0.45
C (0.8583, 0.7191, 0.0115)  -0.15
N (0.4418, -0.0901, 1.4343)  -0.36
H (-1.2701, 0.1837, -1.7020)  0.47
H (-0.8410, 2.0695, 0.3294)  0.20
H (-1.7485, -0.2852, 1.4085)  0.21
H (0.0327, -2.1566, 0.8269)  0.21
H (0.6343, -0.7852, -1.6759)  0.20
H (2.0502, -1.0122, -0.6250)  0.23
H (1.4683, 1.0431, 0.8391)  0.30